(1)
Below is a 3-piece molecular cluster, C3H15N2O2 overall, with properties calculated with ωB97M-V/def2-TZVPD.

- highest occupied orbital energy (eV) = -13.9
- HOMO-LUMO gap (eV) = 10.83

```
! RIJCOSX wB97M-V def2-TZVPD def2/J DEFGRID3
* xyz 1 1
N 0.552 -0.245 0.877
C -0.756 0.458 0.922
C -1.916 -0.590 0.897
C -0.797 1.288 -0.371
N 0.565 1.675 -0.764
H 0.940 -0.449 1.796
H 1.117 0.340 0.159
H 0.439 -1.185 0.479
H -0.796 1.163 1.757
H -1.729 -1.050 -0.073
H -2.813 -0.030 1.085
H -1.651 -1.413 1.550
H -1.296 0.866 -1.255
H -1.431 2.158 -0.214
H 0.758 1.659 -1.752
H 0.878 2.547 -0.360
H 3.351 0.462 0.723
H 3.661 0.369 -0.657
O 3.235 1.011 -0.066
H -1.481 -3.205 -1.265
H -0.137 -3.158 -2.041
O -0.695 -2.669 -1.427
*
```

=====

(2)
Below is a 3-piece molecular cluster, C3H15N2O2 overall, with properties calculated with ωB97M-V/def2-TZVPD.

- highest occupied orbital energy (eV) = -12.9
- HOMO-LUMO gap (eV) = 9.95

```
! RIJCOSX wB97M-V def2-TZVPD def2/J DEFGRID3
* xyz 1 1
C 1.065 -0.226 -1.192
N 0.828 -0.954 -2.452
C -0.208 0.288 -0.545
N -0.825 -0.698 0.370
C -2.177 -0.397 0.904
H 1.507 -0.984 -0.529
H 1.801 0.565 -1.266
H 1.360 -0.534 -3.207
H -0.129 -0.814 -2.752
H -0.088 1.294 -0.127
H -0.912 0.533 -1.318
H -0.158 -0.894 1.151
H -0.941 -1.604 -0.086
H -2.610 0.476 0.411
H -2.886 -1.157 0.580
H -2.187 -0.256 1.976
H 0.524 3.672 -0.683
H 1.597 2.842 0.211
O 1.007 2.859 -0.543
H 0.076 -0.495 3.467
H 0.822 -1.871 3.180
O 0.173 -1.240 2.861
*
```

=====

(3)
Below is a 3-piece molecular cluster, C3H15N2O2 overall, with properties calculated with ωB97M-V/def2-TZVPD.

- highest occupied orbital energy (eV) = -12.9
- HOMO-LUMO gap (eV) = 9.89

```
! RIJCOSX wB97M-V def2-TZVPD def2/J DEFGRID3
* xyz 1 1
C 1.207 -0.220 -1.210
N 0.950 -0.957 -2.479
C -0.074 0.285 -0.544
N -0.700 -0.701 0.366
C -2.080 -0.430 0.921
H 1.663 -1.002 -0.573
H 1.955 0.578 -1.277
H 1.455 -0.526 -3.239
H -0.027 -0.810 -2.764
H 0.056 1.293 -0.140
H -0.824 0.568 -1.373
H -0.016 -0.893 1.137
H -0.832 -1.603 -0.073
H -2.570 0.406 0.446
H -2.783 -1.175 0.584
H -2.109 -0.292 1.981
H 0.613 3.564 -0.714
H 1.702 2.709 0.195
O 1.112 2.759 -0.558
H 0.134 -0.467 3.381
H 0.906 -1.862 3.130
O 0.264 -1.223 2.805
*
```

=====

(4)
Below is a 3-piece molecular cluster, C3H15N2O2 overall, with properties calculated with ωB97M-V/def2-TZVPD.

- highest occupied orbital energy (eV) = -12.6
- HOMO-LUMO gap (eV) = 9.64

```
! RIJCOSX wB97M-V def2-TZVPD def2/J DEFGRID3
* xyz 1 1
C 1.952 -0.675 0.074
N 2.410 -0.945 -1.263
C 1.316 0.702 0.173
N -0.110 0.646 -0.343
C -0.929 1.832 0.033
H 1.195 -1.418 0.374
H 2.751 -0.753 0.810
H 3.293 -1.400 -1.390
H 2.112 -0.356 -2.016
H 1.259 1.152 1.155
H 1.857 1.381 -0.482
H -0.538 -0.124 0.180
H -0.172 0.441 -1.337
H -0.315 2.592 0.504
H -1.468 2.207 -0.828
H -1.663 1.558 0.780
H -1.599 -1.534 1.793
H -1.816 -0.361 2.718
O -1.287 -0.632 1.949
H -2.727 -2.143 -1.298
H -3.072 -0.938 -0.448
O -2.451 -1.232 -1.137
*
```

=====

(5)
Below is a 5-piece molecular cluster, C3H15N2O2 overall, with properties calculated with ωB97M-V/def2-TZVPD.

- highest occupied orbital energy (alpha / beta) (eV) = -15.2 / -16.7
- <S²> = 1.76
- HOMO-LUMO gap (alpha / beta) (eV) = 1.92 / 3.91

```
! RIJCOSX wB97M-V def2-TZVPD def2/J DEFGRID3
* xyz 2 2
C -1.564 1.003 -0.921
C -2.976 0.517 -0.857
C -2.062 -0.059 -2.045
N -1.368 -1.519 0.404
N -1.922 0.183 2.482
H -1.513 2.026 -1.213
H -0.917 0.614 -0.211
H -3.125 0.059 0.147
H -3.925 1.161 -1.050
H -1.763 -1.092 -1.952
H -2.125 0.398 -3.032
H -1.808 -0.602 1.777
H -0.976 -1.928 1.278
H -1.730 -2.188 -0.231
H -2.621 -0.045 3.250
H -1.055 0.749 2.804
H 5.704 2.017 -0.653
H 5.031 0.935 -1.484
O 5.210 1.213 -0.627
H 5.195 -0.438 0.453
H 5.413 -1.690 1.193
O 4.895 -1.314 0.486
*
```

=====

(6)
Below is a 3-piece molecular cluster, C3H15N2O2S overall, with properties calculated with ωB97M-V/def2-TZVPD.

- highest occupied orbital energy (eV) = -12.4
- HOMO-LUMO gap (eV) = 9.60

```
! RIJCOSX wB97M-V def2-TZVPD def2/J DEFGRID3
* xyz 1 1
N -0.879 -0.444 0.132
C 0.551 -0.705 -0.442
C 1.159 0.710 -0.703
S 1.658 0.786 -2.444
C 1.317 -1.536 0.630
N 0.898 -1.037 1.960
H -0.778 0.465 0.643
H -1.596 -0.362 -0.602
H -1.002 -1.215 0.783
H 0.589 -1.248 -1.398
H 0.398 1.473 -0.570
H 1.792 1.202 0.046
H 2.995 0.933 -2.356
H 2.395 -1.314 0.533
H 1.199 -2.614 0.510
H 1.531 -0.345 2.339
H 0.958 -1.799 2.632
H -0.801 3.174 2.088
H -1.825 3.519 1.097
O -1.116 2.870 1.217
H -3.329 -0.325 -2.550
H -3.399 -1.326 -1.520
O -2.715 -0.859 -2.025
*
```

=====

(7)
Below is a 4-piece molecular cluster, C3H15N2O3 overall, with properties calculated with ωB97M-V/def2-TZVPD.

- highest occupied orbital energy (eV) = -11.9
- HOMO-LUMO gap (eV) = 9.01

```
! RIJCOSX wB97M-V def2-TZVPD def2/J DEFGRID3
* xyz 1 1
C -1.101 -0.122 -2.203
C 0.022 0.181 -1.290
C 1.288 0.342 -1.629
N 1.670 0.008 -2.879
N -0.317 0.597 0.088
H -0.799 -0.787 -3.031
H -1.266 0.872 -2.829
H -2.025 -0.613 -1.670
H 1.994 0.671 -0.894
H 1.044 -0.262 -3.559
H 2.597 -0.331 -3.020
H 0.681 0.519 0.597
H -0.991 -0.162 0.688
H -0.807 1.528 0.123
H 2.686 -1.730 3.287
H 1.609 -1.341 4.012
O 1.738 -1.695 3.199
H -0.761 2.403 2.382
H 0.201 3.438 2.318
O 0.048 2.540 1.919
H -2.139 -2.695 1.572
H -3.177 -1.599 1.601
O -2.194 -1.765 1.216
*
```

=====

(8)
Below is a 4-piece molecular cluster, C3H15NO3 overall, with properties calculated with ωB97M-V/def2-TZVPD.

- highest occupied orbital energy (eV) = -9.4
- HOMO-LUMO gap (eV) = 9.67
- SMILES string = CC(C)N.O.O.O

```
! RIJCOSX wB97M-V def2-TZVPD def2/J DEFGRID3
* xyz 0 1
C 0.582 -1.153 0.231
C -0.206 -0.264 1.219
C -1.304 -1.055 1.900
N 0.749 0.253 2.217
H 0.560 -0.818 -0.793
H 1.631 -1.138 0.540
H 0.306 -2.207 0.249
H -0.620 0.527 0.580
H -2.112 -1.195 1.180
H -0.958 -2.053 2.171
H -1.771 -0.613 2.777
H 0.420 1.097 2.669
H 1.618 0.470 1.749
O 0.275 1.501 -2.518
H 0.115 0.799 -1.881
H 0.855 1.193 -3.217
O 1.531 2.860 -0.438
H 1.407 2.075 0.098
H 1.401 2.539 -1.350
O -1.353 -0.833 -2.127
H -0.851 -0.975 -2.933
H -2.275 -1.009 -2.324
*
```

=====

(9)
Below is a 4-piece molecular cluster, C3H15NO3 overall, with properties calculated with ωB97M-V/def2-TZVPD.

- highest occupied orbital energy (eV) = -9.2
- HOMO-LUMO gap (eV) = 9.52
- SMILES string = CCNC.O.O.O

```
! RIJCOSX wB97M-V def2-TZVPD def2/J DEFGRID3
* xyz 0 1
C -1.191 -1.507 -0.128
C -0.369 -1.318 1.119
N 0.204 0.047 1.296
C -0.803 0.957 1.849
H -1.085 -0.872 -1.023
H -2.269 -1.392 0.028
H -1.119 -2.521 -0.588
H 0.396 -2.087 1.160
H -0.931 -1.593 2.027
H 0.288 0.387 0.348
H -1.228 0.624 2.805
H -0.370 1.873 2.287
H -1.607 1.161 1.054
O 1.665 -0.114 -2.626
H 1.130 0.530 -2.171
H 2.489 -0.330 -2.146
O -2.624 1.603 -0.607
H -3.428 1.906 -0.164
H -2.147 2.419 -0.791
O 3.079 -0.187 -0.413
H 3.210 0.691 -0.028
H 2.228 -0.439 -0.031
*
```

=====

(10)
Below is a 4-piece molecular cluster, C3H15NO3 overall, with properties calculated with ωB97M-V/def2-TZVPD.

- highest occupied orbital energy (eV) = -8.9
- HOMO-LUMO gap (eV) = 9.32
- SMILES string = CC(C)N.O.O.O

```
! RIJCOSX wB97M-V def2-TZVPD def2/J DEFGRID3
* xyz 0 1
C 2.093 1.827 0.032
C 0.906 1.370 1.010
C 0.373 2.685 1.521
N -0.188 0.601 0.385
H 2.542 2.757 0.381
H 2.829 0.988 -0.088
H 1.703 2.142 -0.939
H 0.954 0.710 1.898
H -0.384 2.626 2.326
H 1.123 3.336 2.038
H -0.101 3.196 0.672
H 0.094 -0.365 0.234
H -0.689 1.008 -0.407
O 0.608 -6.472 -1.816
H 1.565 -6.396 -1.651
H 0.278 -5.607 -1.612
O -3.200 2.336 -0.494
H -3.422 2.554 -1.396
H -3.384 1.380 -0.251
O -0.972 -3.329 -0.920
H -1.211 -3.178 0.023
H -1.516 -4.167 -0.945
*
```

=====

(11)
Below is a 4-piece molecular cluster, C3H15NO3 overall, with properties calculated with ωB97M-V/def2-TZVPD.

- highest occupied orbital energy (eV) = -8.9
- HOMO-LUMO gap (eV) = 9.34
- SMILES string = CC(C)N.O.O.O

```
! RIJCOSX wB97M-V def2-TZVPD def2/J DEFGRID3
* xyz 0 1
C 2.235 -1.183 -0.870
C 2.097 -0.373 0.402
C 2.811 0.972 0.154
N 0.632 -0.077 0.813
H 3.322 -1.303 -1.070
H 1.816 -2.141 -0.900
H 1.846 -0.522 -1.610
H 2.394 -0.761 1.475
H 2.773 1.600 1.073
H 3.824 0.806 -0.162
H 2.247 1.575 -0.533
H 0.194 -0.968 0.897
H 0.082 0.496 0.175
O -3.113 -2.530 -1.897
H -2.840 -2.092 -2.597
H -3.991 -2.863 -1.936
O -1.445 5.606 1.311
H -1.452 4.550 1.171
H -2.435 5.876 0.956
O -1.799 -2.527 0.491
H -1.530 -2.519 -0.456
H -2.679 -2.086 0.469
*
```

=====

(12)
Below is a 4-piece molecular cluster, C3H15NO3 overall, with properties calculated with ωB97M-V/def2-TZVPD.

- highest occupied orbital energy (eV) = -8.8
- HOMO-LUMO gap (eV) = 9.22
- SMILES string = CCCN.O.O.O

```
! RIJCOSX wB97M-V def2-TZVPD def2/J DEFGRID3
* xyz 0 1
C -0.421 -2.205 2.081
C 0.654 -1.195 1.783
C 0.131 0.244 1.348
N -1.165 0.385 0.770
H -1.038 -2.613 1.253
H -1.091 -1.912 2.800
H -0.080 -3.124 2.533
H 1.119 -0.994 2.756
H 1.317 -1.625 1.012
H 0.986 0.695 0.694
H 0.095 0.962 2.341
H -0.954 0.222 -0.194
H -1.878 -0.239 1.228
O 1.759 3.575 -3.143
H 1.302 4.435 -3.083
H 1.681 3.341 -2.236
O 0.711 -1.285 -1.929
H -0.119 -0.909 -1.748
H 1.481 -0.835 -1.491
O -1.279 0.912 -1.987
H -1.561 1.805 -2.043
H -1.649 0.361 -2.744
*
```

=====

Maximum force per entry: 0.0552, 0.0274, 0.0609, 0.0226, 0.0809, 0.0375, 0.0930, 0.0212, 0.0511, 0.0558, 0.1251, 0.0782 hartree/bohr
ΔE to the lowest compared entry with this formula, charge and spin per entry: 87.9, 115.1, 154.9, 77.2, 790.8, 81.8, 261.8, 98.1, 184.3, 174.3, 221.2, 216.0 kJ/mol